*i*
One molecule with the formula C4H3NO, computed with ωB97M-V/def2-TZVPD.

Summary:
E_LUMO ... 0.5 eV
Net charge ... 0
SMILES ... C#C[C@H]1N=C1O

Structure (XYZ):
```
9
Properties=species:S:1:pos:R:3:lowdin_charge:R:1
O -1.935 0.916 -0.657 0.14
C 2.344 -0.072 -0.379 0.12
H -0.344 -1.781 0.097 0.12
N -0.955 -0.019 1.396 0.22
C 1.212 -0.317 -0.047 -0.10
H 3.362 0.108 -0.644 0.03
C -1.223 0.205 0.193 -0.46
C -0.145 -0.724 0.251 -0.22
H -2.317 1.684 -0.209 0.13
```

*ii*
C4H3NO as an isolated structure, computed with ωB97M-V/def2-TZVPD.

Summary:
E_LUMO ... 0.4 eV
Net charge ... 0

Structure (XYZ):
```
9
Properties=species:S:1:pos:R:3:lowdin_charge:R:1
H -2.732 1.504 1.317 0.02
N 2.092 -0.989 0.951 0.21
O 0.163 -0.129 -1.744 0.02
C -1.010 0.438 0.292 -0.10
H 2.100 0.119 0.488 0.18
C 0.042 -0.238 -0.367 -0.39
C 1.070 -0.698 0.337 -0.18
H 0.190 -1.018 -2.115 0.10
C -1.916 1.011 0.843 0.12
```

Q: Which of them is the least stable? A: *ii*.

*i*
One molecule with the formula C4H3NO, computed with ωB97M-V/def2-TZVPD.

Summary:
E_LUMO ... -0.3 eV
Net charge ... 0
SMILES ... C#C[C@H](O)C#N

Structure (XYZ):
```
9
Properties=species:S:1:pos:R:3:lowdin_charge:R:1
N 1.476 1.370 1.860 0.16
C -0.014 -0.227 0.395 -0.44
C 0.800 0.660 1.249 -0.15
H 0.405 -0.432 -2.774 0.06
C -0.005 0.127 -1.971 0.16
H 0.633 -1.065 0.104 0.15
O -1.124 -0.798 1.007 0.01
H -1.823 -0.133 1.005 0.11
C -0.347 0.498 -0.875 -0.05
```

*ii*
A 2-piece molecular cluster, C4H3NO overall, computed with ωB97M-V/def2-TZVPD.

Summary:
E_LUMO ... -0.9 eV
Net charge ... 0

Structure (XYZ):
```
9
Properties=species:S:1:pos:R:3:lowdin_charge:R:1
N 1.768 -0.237 2.813 0.04
O 0.783 -0.884 -1.540 0.04
C 0.422 0.223 -0.948 -0.15
H 0.043 -1.498 -1.722 0.12
C 1.680 0.221 1.759 -0.10
H 1.549 0.605 0.752 -0.01
C -0.978 0.314 -0.678 -0.14
H -3.141 0.720 -0.081 0.04
C -2.124 0.536 -0.355 0.16
```

*iii*
C4H3NO as an isolated structure, computed with ωB97M-V/def2-TZVPD.

Summary:
E_LUMO ... 0.6 eV
Net charge ... 0

Structure (XYZ):
```
9
Properties=species:S:1:pos:R:3:lowdin_charge:R:1
H -0.932 1.687 0.150 0.12
C 0.848 -0.041 -0.252 -0.10
H 3.106 0.173 -0.348 0.04
O -1.296 1.013 -0.445 0.02
H -0.943 -0.860 -1.005 0.14
C -0.849 -0.504 1.529 -0.07
C 2.042 0.073 -0.306 0.15
C -0.607 -0.144 -0.259 -0.40
N -1.369 -1.396 0.937 0.10
```

Q: Which of them is the least stable? A: *ii*.

*i*
C42H57BMgN8O4P as an isolated structure, computed with ωB97M-V/def2-TZVPD.

Summary:
E_LUMO ... -2.6 eV
Net charge ... +1

Structure (XYZ):
```
114
Properties=species:S:1:pos:R:3:lowdin_charge:R:1
C -2.038 0.222 -3.235 -0.18
C -1.063 -3.897 -0.842 -0.07
H -2.991 0.797 5.086 0.09
C 3.753 1.492 0.947 -0.21
H 0.084 1.849 3.216 0.10
B 2.308 1.886 -2.367 -0.50
H 1.546 -4.627 2.065 0.09
H -0.647 1.294 6.211 0.09
O -0.398 -0.699 3.573 -0.17
C 2.326 -0.119 -4.005 -0.25
H -2.987 -0.277 3.672 0.07
H 0.353 -3.582 -4.406 0.11
H -1.032 0.416 -3.611 0.12
H -0.010 -2.597 4.832 0.07
H -3.908 0.298 -1.267 0.12
C -2.636 2.154 0.169 -0.06
C 0.466 -3.443 4.344 -0.02
P -0.692 -1.185 2.085 0.29
H 2.411 4.757 -3.493 0.08
N -1.971 -0.154 -1.844 -0.02
H 0.807 0.722 5.381 0.08
C -3.244 -0.572 -1.296 -0.18
O 0.109 -0.348 1.086 -0.34
H -1.209 4.956 -2.766 0.11
C -0.947 1.659 3.521 -0.01
H 2.637 1.477 -5.403 0.08
H 0.145 -2.210 -0.351 0.09
H -3.292 -2.567 -2.167 0.12
H -2.150 -3.151 3.680 0.08
H 2.490 -1.328 4.404 0.09
C 4.420 2.355 -0.977 -0.25
C 4.823 2.136 0.321 0.04
N 2.747 1.336 0.087 0.08
C -1.663 -3.962 3.141 -0.03
H 5.087 2.605 2.977 0.11
C -0.972 3.194 -1.422 -0.21
H -1.803 -4.889 3.698 0.10
H -3.104 -0.916 -0.263 0.11
H 1.918 -2.103 -4.834 0.11
C -0.171 -3.710 2.988 -0.60
H 3.264 -0.098 -5.900 0.09
H -4.904 -1.922 -1.755 0.14
H -2.150 -4.054 2.172 0.07
C 1.452 4.432 -3.893 -0.01
C 3.073 -0.474 4.087 -0.07
H -1.292 2.494 4.129 0.10
C 4.534 1.727 3.277 -0.03
H 2.393 -0.600 2.058 0.10
C -3.908 -1.670 -2.118 -0.08
C -2.685 -0.847 -4.113 -0.09
C 3.130 0.571 -5.053 0.00
C 0.327 -2.727 -2.429 -0.16
C -0.628 4.129 -2.404 0.03
C -3.903 2.141 0.733 -0.08
H -1.568 1.595 2.640 0.06
H 4.671 3.895 -2.448 0.08
C 0.622 3.770 -2.848 -0.26
C 3.742 1.047 2.348 -0.15
C -2.471 -0.028 4.600 -0.02
H -2.934 4.971 -1.676 0.10
C -0.034 -3.665 -3.400 -0.04
C 5.184 3.009 -2.077 -0.01
C 1.802 -1.393 -4.036 0.04
H 5.782 2.372 0.739 0.12
C -3.194 4.169 -0.999 -0.03
H -0.274 -0.435 6.168 0.09
C -0.895 -4.706 -3.093 -0.08
H 0.350 -4.322 4.978 0.09
O -2.135 -1.284 1.750 -0.27
H 5.338 2.334 -2.917 0.08
N 1.002 2.682 -2.160 0.03
C -2.269 3.161 -0.719 -0.15
H -4.542 -1.832 -4.122 0.18
H 1.650 3.766 -4.733 0.08
H 2.921 2.412 -3.236 0.11
N 0.036 2.319 -1.262 0.08
H 4.114 0.852 -4.680 0.08
Mg 0.829 0.611 -0.303 0.67
H -4.179 1.338 1.403 0.11
H 0.923 5.306 -4.267 0.09
C -1.430 -4.816 -1.815 -0.08
O 0.100 -2.569 2.122 -0.16
H -1.271 -0.870 -1.695 0.07
N 1.254 -0.443 -2.082 0.08
H 5.216 1.843 5.298 0.11
C -4.452 4.165 -0.423 -0.07
H 0.559 -5.728 3.034 0.09
C -1.033 0.373 4.313 -0.61
H -2.603 1.159 -3.320 0.13
C 4.597 1.306 4.593 -0.07
H 3.912 -0.135 6.029 0.11
H -4.588 -0.298 -3.509 0.18
H -1.152 -5.431 -3.854 0.11
C -0.233 0.493 5.599 -0.02
H -5.150 4.959 -0.651 0.11
C -4.815 3.144 0.442 -0.08
H -2.116 -5.619 -1.578 0.11
C 0.526 -4.895 2.333 -0.02
H -2.500 -0.893 5.263 0.09
H -2.823 -0.521 -5.144 0.14
C 3.004 -0.055 2.768 -0.01
H -5.798 3.137 0.892 0.11
H -1.943 1.359 0.397 0.08
H 6.158 3.312 -1.698 0.09
N -4.037 -1.165 -3.534 0.06
H -1.471 -3.953 0.155 0.09
H 0.010 -5.229 1.438 0.07
N 3.168 1.873 -1.101 0.03
H 1.529 -3.238 4.229 0.08
N 1.976 0.439 -2.836 0.04
H -2.111 -1.775 -4.088 0.12
C -0.168 -2.882 -1.138 -0.03
C 1.141 -1.561 -2.818 -0.22
C 3.868 0.197 5.002 -0.08
```

*ii*
C42H57BMgN8O4P as an isolated structure, computed with ωB97M-V/def2-TZVPD.

Summary:
E_LUMO ... -2.9 eV
Net charge ... +1

Structure (XYZ):
```
114
Properties=species:S:1:pos:R:3:lowdin_charge:R:1
O -4.218 1.475 0.408 -0.27
H -4.548 2.144 -3.590 0.10
C -2.327 -1.072 -5.207 -0.08
H 5.130 -0.798 -0.062 0.12
C 0.978 3.531 -2.224 -0.24
H -0.850 -0.660 -2.177 0.08
H -1.259 -2.987 3.456 0.10
C 3.603 -4.620 -0.385 -0.06
H -2.718 6.257 1.759 0.09
H 0.238 3.007 4.404 0.12
C -2.589 -0.327 5.053 -0.05
H 5.880 1.742 0.048 0.09
C 1.778 -2.967 0.862 -0.07
C -0.896 0.392 3.500 -0.13
N -3.534 -3.600 0.106 0.06
N 0.950 2.456 1.291 0.06
H 4.380 -2.839 -1.278 0.12
O -2.977 3.387 -0.880 -0.15
C 1.677 4.603 2.351 -0.01
H -1.494 -2.762 -1.490 0.11
C 1.007 3.276 2.357 -0.25
C 2.909 -0.961 -0.065 -0.22
H -2.135 0.299 -6.840 0.11
H -1.856 -3.944 1.320 0.12
H -2.977 1.646 -2.936 0.07
B 1.799 2.494 0.013 -0.49
C -1.952 -1.346 -3.902 -0.09
C -1.453 -1.949 3.707 -0.10
H -4.923 -2.049 0.556 0.15
C 2.739 -2.407 0.027 -0.16
H -1.848 -4.851 -0.208 0.14
N 0.425 1.460 -1.763 0.04
H 2.759 4.487 2.291 0.08
H -3.009 -2.427 5.104 0.11
C 3.896 1.015 -0.028 -0.25
H 1.290 5.513 -2.891 0.09
H -3.623 -2.272 1.751 0.13
H -4.439 1.417 -1.977 0.07
H -0.709 1.860 -5.612 0.11
H 4.708 2.756 0.896 0.08
N -1.602 -1.459 0.111 -0.06
C -2.977 4.128 2.036 -0.61
C -2.082 -3.889 0.253 -0.09
H -3.303 -0.091 5.828 0.11
C -0.724 0.718 -3.790 -0.16
C -3.024 -1.219 -0.046 -0.18
H -1.369 -1.386 1.100 0.07
H 0.136 -1.162 2.482 0.09
O -2.381 2.940 1.494 -0.13
H -4.926 4.987 2.352 0.10
Mg -0.174 0.501 -0.127 0.57
N 1.947 -0.033 -0.038 0.07
C -1.153 -0.469 -3.196 -0.03
C -1.865 0.081 -5.817 -0.07
H 2.665 -6.219 0.697 0.11
C -5.145 4.042 -1.742 -0.03
C -0.110 1.439 2.868 -0.22
C 4.164 -0.337 -0.069 0.04
C -1.830 0.682 4.492 0.00
C -1.274 -2.766 -0.418 -0.17
C -2.672 4.153 3.534 -0.02
H -2.478 5.284 0.291 0.07
H -1.244 5.287 1.551 0.08
H 4.768 2.768 -0.868 0.09
H 1.358 5.186 1.489 0.08
H -2.966 -1.758 -5.743 0.11
H -4.097 -4.343 0.534 0.19
C 3.641 -3.258 -0.613 -0.02
O -1.790 1.272 -0.197 -0.31
N 1.000 2.561 -1.292 0.05
H -3.757 -3.561 -0.897 0.19
H -4.739 4.144 0.808 0.05
H -3.260 -1.228 -1.113 0.13
H -0.206 -2.967 -0.300 0.10
H -2.982 5.108 3.949 0.09
H 4.324 -5.267 -0.860 0.11
H 1.110 -2.304 1.388 0.08
C -2.315 5.329 1.363 0.00
H -5.031 5.006 -1.250 0.09
C 0.009 1.698 -3.005 -0.21
H 2.557 3.398 0.070 0.12
C 1.520 4.900 -2.024 0.00
H 0.176 3.529 -4.266 0.11
H -2.813 5.328 -2.500 0.09
H 1.076 5.358 -1.140 0.08
C 4.869 2.137 0.014 -0.01
H -2.297 -2.264 -3.444 0.08
C 1.737 -4.332 1.085 -0.09
C -3.000 4.382 -2.999 -0.01
H -3.212 3.356 4.040 0.08
C 0.350 3.015 -3.343 0.04
C -3.861 -2.260 0.685 -0.07
H -2.047 3.934 -3.262 0.06
H -1.947 1.697 4.835 0.10
H -4.899 3.215 2.287 0.09
C 0.339 2.655 3.397 0.03
H -3.575 4.565 -3.900 0.09
H -3.284 -0.222 0.319 0.08
H -5.709 4.191 -2.661 0.09
H 1.440 5.150 3.261 0.09
N 0.291 1.347 1.605 0.05
N 2.559 1.160 -0.022 0.03
C -4.487 4.124 1.858 -0.03
C -1.069 0.969 -5.119 -0.01
H 2.601 4.874 -1.890 0.08
H -5.696 3.368 -1.088 0.08
C -3.770 3.448 -2.063 -0.61
H 1.004 -4.746 1.764 0.10
C -2.421 -1.642 4.649 -0.08
P -2.931 2.187 0.190 0.33
C -0.693 -0.940 3.139 -0.06
H -1.608 4.025 3.688 0.05
C -3.945 2.070 -2.689 -0.02
C 2.663 -5.162 0.479 -0.08
```

Q: Which of them is the least stable? A: *ii*.

*i*
A 2-piece molecular cluster, C2H10N5 overall, computed with ωB97M-V/def2-TZVPD.

Summary:
E_LUMO ... -6.5 eV
Net charge ... +1

Structure (XYZ):
```
17
Properties=species:S:1:pos:R:3:lowdin_charge:R:1
H 1.611 -1.411 0.274 0.11
H 0.443 -0.544 -1.024 0.07
N 0.857 -1.830 2.206 0.05
H 1.709 -2.344 2.320 0.02
H -0.862 -0.243 0.366 0.08
N -0.794 0.926 0.392 0.21
N -0.502 -1.664 0.230 -0.05
H -0.188 1.183 1.147 0.17
H -0.101 2.590 -2.370 0.13
H -1.662 2.511 -1.759 0.15
C 0.677 -1.606 0.919 -0.48
H 1.637 0.496 -0.645 0.13
H -1.161 -2.230 0.697 0.05
N -0.678 2.295 -1.618 0.28
C -0.232 1.226 -0.867 -0.29
H -1.750 1.326 0.450 0.19
N 0.784 0.407 -1.177 0.16
```

*ii*
A 2-piece molecular cluster, C2H10N5 overall, computed with ωB97M-V/def2-TZVPD.

Summary:
E_LUMO ... -2.9 eV
Net charge ... +1

Structure (XYZ):
```
17
Properties=species:S:1:pos:R:3:lowdin_charge:R:1
C 0.837 -2.081 0.931 -0.27
H 2.205 -2.686 -0.323 0.10
H -2.092 2.838 -1.164 0.14
N -1.536 0.654 -0.023 0.18
N -1.078 2.788 -0.938 0.17
H -0.017 -0.673 1.957 0.13
N 0.621 1.219 -0.615 0.19
H 1.249 2.017 -0.695 0.14
N -0.087 -1.164 0.999 0.05
H 1.090 -3.741 -0.096 0.09
H 1.494 -2.413 1.775 0.14
H -0.494 3.168 -1.648 0.10
C -0.670 1.535 -0.517 -0.46
H 0.923 0.537 0.086 0.10
H -1.135 -0.218 0.421 0.02
H -2.492 0.964 0.102 0.13
N 1.183 -2.746 -0.252 0.04
```

Q: Which of them is the least stable? A: *i*.